# 1
73
Properties=species:S:1:pos:R:3 method="wB97M-V/def2-TZVPD" gap_ev="8.346 / 8.356" multiplicity=5 energy_ha=-7642.8611 max_force_ev_per_a=1.375 charge=+1 s_squared=6.004
Pm 1.693 0.641 -1.230
O 2.632 2.735 -0.271
C 2.299 4.026 -0.662
C 2.993 5.101 -0.144
C 2.638 6.384 -0.544
C 1.604 6.582 -1.444
C 0.924 5.484 -1.952
C 1.263 4.192 -1.575
C 0.550 3.007 -2.160
O 1.412 2.076 -2.734
N -0.180 2.338 -0.993
N -0.759 1.136 -1.445
C -2.019 0.985 -1.502
C -2.635 -0.284 -1.894
Br -1.486 -1.679 -2.421
C -3.953 -0.498 -1.851
C -5.002 0.480 -1.497
C -5.032 1.758 -2.047
C -6.038 2.644 -1.692
C -7.016 2.259 -0.787
C -7.003 0.978 -0.251
C -6.008 0.087 -0.618
H 3.574 2.642 0.007
H 3.794 4.942 0.564
H 3.183 7.228 -0.146
H 1.332 7.581 -1.750
H 0.129 5.625 -2.674
H -0.227 3.323 -2.869
H -0.844 2.984 -0.547
H -2.693 1.797 -1.222
H -4.290 -1.506 -2.070
H -4.295 2.049 -2.786
H -6.067 3.628 -2.140
H -7.795 2.954 -0.509
H -7.772 0.669 0.441
H -6.002 -0.917 -0.215
Br 4.128 -3.580 3.854
C 3.325 -2.085 3.059
C 2.072 -1.665 3.498
C 1.491 -0.566 2.902
C 2.167 0.117 1.858
C 3.430 -0.307 1.435
C 4.019 -1.411 2.025
C 4.136 0.437 0.326
O 4.865 1.376 0.581
O 3.766 0.078 -0.875
H 1.572 -2.192 4.297
H 0.518 -0.229 3.232
H 1.693 1.008 1.452
H 4.989 -1.756 1.701
C 2.307 -3.765 -2.546
C 2.020 -2.426 -2.388
N 1.694 -1.884 -1.207
C 1.648 -2.670 -0.138
C 1.891 -4.039 -0.194
C 2.245 -4.578 -1.420
C 1.865 -4.873 1.021
C 1.035 -4.829 2.057
C -0.145 -3.975 2.278
C -0.735 -3.926 3.533
C -1.832 -3.099 3.683
N -2.332 -2.386 2.675
C -1.712 -2.539 1.510
N -0.649 -3.287 1.251
H 2.574 -4.158 -3.514
H 2.051 -1.763 -3.252
H 1.413 -2.208 0.813
H 2.478 -5.633 -1.500
H 2.655 -5.614 1.079
H 1.249 -5.517 2.867
H -0.352 -4.501 4.364
H -2.328 -3.005 4.641
H -2.114 -1.979 0.675

***

# 2
77
Properties=species:S:1:pos:R:3 method="wB97M-V/def2-TZVPD" gap_ev="4.214 / 4.214" energy_ha=-14958.6253 max_force_ev_per_a=3.513 charge=-1
Cd -0.687 1.094 0.131
Br 0.014 7.830 1.371
C -0.891 6.295 0.750
C -2.300 6.197 0.982
Br -3.178 7.721 1.806
C -2.978 4.988 0.740
Br -4.820 4.777 1.098
C -2.159 3.833 0.450
O -2.511 2.644 0.757
C -0.779 4.055 -0.093
O -0.345 3.135 -0.893
C -0.080 5.209 0.264
Br 1.751 5.247 -0.129
N -1.962 -0.054 1.852
C -2.472 -1.420 1.554
C -3.467 -1.501 0.413
C -2.738 -1.359 -0.974
N -2.472 -0.059 -1.415
H -1.284 -0.123 2.597
H -2.671 0.633 2.159
H -2.869 -1.983 2.459
H -1.563 -1.964 1.242
H -4.358 -0.845 0.536
H -3.894 -2.479 0.413
H -3.390 -1.949 -1.672
H -1.767 -1.851 -0.905
H -3.328 0.525 -1.542
H -1.981 -0.050 -2.316
Br -1.333 -3.729 6.565
C 0.431 -3.493 6.001
C 1.103 -2.362 6.422
C 2.340 -2.045 5.900
C 2.942 -2.944 5.015
C 2.347 -4.187 4.708
C 1.105 -4.438 5.199
N 4.033 -2.447 4.271
N 4.021 -2.869 3.033
C 3.454 -2.083 2.050
C 3.084 -2.837 0.898
C 2.081 -2.408 0.069
C 1.468 -1.139 0.296
O 0.363 -0.895 -0.365
C 2.061 -0.288 1.286
N 1.505 0.962 1.338
C 2.041 1.852 2.145
C 3.093 1.552 3.022
C 3.597 0.262 3.054
C 3.069 -0.699 2.152
H 0.663 -1.679 7.144
H 2.851 -1.127 6.210
H 2.869 -4.902 4.083
H 0.556 -5.362 4.937
H 3.578 -3.821 0.824
H 1.662 -3.010 -0.720
H 1.623 2.877 2.178
H 3.577 2.433 3.549
H 4.405 -0.094 3.748
C -1.766 3.202 -5.308
C -0.683 2.792 -6.153
C -0.119 1.563 -6.045
C -0.697 0.661 -5.085
N -1.634 1.021 -4.263
C -2.182 2.235 -4.404
C -0.138 -0.697 -5.055
C 1.013 -1.023 -5.844
C 1.549 -2.268 -5.858
C 0.857 -3.284 -5.201
C -0.243 -2.855 -4.433
N -0.756 -1.663 -4.367
H -2.239 4.177 -5.357
H -0.325 3.514 -6.873
H 0.674 1.247 -6.744
H -3.032 2.358 -3.678
H 1.519 -0.220 -6.401
H 2.437 -2.442 -6.462
H 1.133 -4.339 -5.236
H -0.782 -3.606 -3.878

***

# 3
73
Properties=species:S:1:pos:R:3 method="wB97M-V/def2-TZVPD" gap_ev=7.204 energy_ha=-2852.5975 max_force_ev_per_a=0.925 charge=+2
Hf 0.087 -0.150 0.994
C -0.266 2.011 3.772
C 0.080 0.544 3.707
C -0.820 -0.431 4.135
C -0.418 -1.753 4.315
C 0.886 -2.136 4.038
C 1.792 -1.192 3.562
C 1.394 0.133 3.397
H -1.341 2.158 3.857
H 0.090 2.569 2.908
H 0.209 2.434 4.659
H -1.834 -0.138 4.379
H -1.127 -2.476 4.697
H 1.205 -3.155 4.212
H 2.817 -1.468 3.349
H 2.135 0.885 3.159
C 3.156 4.624 -4.710
C 2.961 3.711 -3.533
C 1.818 3.795 -2.738
C 1.646 2.973 -1.640
C 2.649 2.052 -1.343
C 3.812 1.952 -2.107
C 3.950 2.782 -3.200
S 2.489 0.968 -0.025
O 1.413 1.542 0.873
O 3.752 0.678 0.570
N 1.667 -0.349 -0.484
C 2.081 -1.656 -0.126
C 3.246 -2.291 -0.526
C 3.431 -3.595 -0.120
C 2.457 -4.225 0.661
C 1.341 -3.518 1.025
N 1.151 -2.239 0.648
H 2.237 5.142 -4.975
H 3.506 4.067 -5.579
H 3.913 5.375 -4.477
H 1.061 4.532 -2.976
H 0.774 3.072 -1.007
H 4.596 1.255 -1.838
H 4.849 2.722 -3.802
H 3.966 -1.769 -1.140
H 4.324 -4.133 -0.411
H 2.571 -5.251 0.982
H 0.583 -3.967 1.650
I -3.127 3.827 0.376
C -3.583 1.836 0.695
C -4.937 1.410 0.634
C -5.279 0.101 0.814
I -7.278 -0.431 0.714
C -4.260 -0.868 1.059
C -4.486 -2.250 1.241
C -3.435 -3.100 1.457
C -2.140 -2.578 1.489
N -1.877 -1.296 1.329
C -2.928 -0.430 1.118
C -2.593 0.936 0.946
O -1.271 1.261 1.006
H -5.706 2.146 0.442
H -5.500 -2.629 1.207
H -3.587 -4.160 1.600
H -1.295 -3.230 1.660
N -2.165 -0.764 -6.380
C -1.915 -0.694 -5.263
C -1.600 -0.605 -3.858
C -1.320 -1.754 -3.126
C -1.012 -1.616 -1.790
N -0.977 -0.427 -1.174
C -1.260 0.672 -1.882
C -1.579 0.628 -3.225
H -1.342 -2.731 -3.587
H -0.791 -2.487 -1.186
H -1.241 1.613 -1.346
H -1.806 1.539 -3.760

***

# 4
93
Properties=species:S:1:pos:R:3 method="wB97M-V/def2-TZVPD" gap_ev=7.256 energy_ha=-5150.9148 max_force_ev_per_a=3.448 charge=-1
Zr 0.192 -0.565 -0.311
C 0.478 -1.689 -3.345
N -0.349 -2.171 -2.233
C -0.346 -3.645 -2.292
C -1.762 -1.816 -2.324
C -2.459 -1.904 -3.518
C -3.844 -1.848 -3.550
C -4.537 -1.844 -2.351
C -3.860 -1.720 -1.158
C -2.460 -1.566 -1.111
N -1.763 -1.281 0.038
C -2.440 -0.694 1.104
C -3.525 0.182 0.955
C -4.147 0.757 2.046
C -3.684 0.516 3.328
C -2.589 -0.314 3.500
C -1.964 -0.919 2.420
N -0.875 -1.821 2.572
C -0.092 -1.664 3.785
C -1.351 -3.193 2.442
H 0.105 -2.031 -4.321
H 1.495 -2.069 -3.231
H 0.520 -0.603 -3.340
H -0.732 -3.993 -3.261
H -0.984 -4.056 -1.508
H 0.666 -4.027 -2.165
H -1.929 -2.015 -4.451
H -4.368 -1.875 -4.493
H -5.614 -1.929 -2.341
H -4.410 -1.743 -0.229
H -3.838 0.461 -0.042
H -4.997 1.404 1.887
H -4.167 0.964 4.186
H -2.223 -0.502 4.495
H -0.585 -2.095 4.672
H 0.106 -0.608 3.955
H 0.856 -2.186 3.652
H -2.039 -3.453 3.263
H -0.499 -3.871 2.454
H -1.886 -3.298 1.500
S 3.172 0.508 3.794
C 4.518 -0.030 2.839
C 5.746 -0.512 3.258
C 6.658 -0.902 2.295
C 6.350 -0.814 0.939
C 5.140 -0.308 0.512
C 4.203 0.086 1.466
N 2.959 0.577 1.217
C 2.291 0.841 2.280
C 0.954 1.400 2.278
C 0.638 2.337 3.269
C -0.558 3.021 3.224
C -1.410 2.808 2.152
C -1.089 1.871 1.179
C 0.062 1.070 1.225
H 5.975 -0.579 4.311
H 7.617 -1.290 2.606
H 7.078 -1.151 0.214
H 4.890 -0.223 -0.533
H 1.347 2.534 4.064
H -0.813 3.734 3.997
H -2.333 3.363 2.075
H -1.772 1.770 0.342
F 0.251 -2.979 0.243
C 1.429 -2.949 1.057
F 1.467 -1.524 1.274
C 2.502 -3.112 -0.002
F 2.256 -2.279 -1.081
F 2.538 -4.349 -0.519
F 3.726 -2.834 0.428
F 3.943 2.605 -0.750
C 2.672 2.653 -1.186
F 2.564 3.743 -1.938
F 1.909 2.769 -0.105
S 2.270 1.110 -2.160
O 3.502 0.729 -2.780
O 1.204 1.456 -3.064
O 1.850 0.175 -1.117
F -0.011 2.464 -4.879
C -0.984 1.907 -4.184
F -2.129 2.435 -4.618
F -1.032 0.613 -4.556
S -1.068 1.899 -2.268
O -0.718 0.565 -1.788
O -2.465 2.165 -2.090
N -0.196 2.963 -1.530
S -0.514 4.427 -2.039
O -0.711 4.439 -3.454
O 0.336 5.409 -1.454
C -2.249 4.902 -1.402
F -3.175 4.781 -2.346
F -2.652 4.234 -0.325
F -2.240 6.202 -1.056

***

# 5
75
Properties=species:S:1:pos:R:3 method="wB97M-V/def2-TZVPD" gap_ev=6.613 energy_ha=-3000.1797 max_force_ev_per_a=1.092 charge=-1
Mg 1.461 0.920 0.340
C 0.599 -0.607 4.396
C 1.314 -0.048 3.324
N 0.726 0.666 2.390
C -0.616 0.902 2.458
C -1.412 0.356 3.478
C -0.752 -0.421 4.457
C -2.807 0.625 3.503
C -3.327 1.451 2.553
C -2.537 2.038 1.536
C -1.174 1.778 1.428
N -0.250 2.204 0.528
C -0.392 3.142 -0.449
C -1.518 3.813 -0.915
C -1.422 4.832 -1.892
C -0.235 5.217 -2.435
C 0.946 4.542 -2.030
C 2.227 4.862 -2.526
C 3.324 4.174 -2.097
C 3.151 3.123 -1.182
N 1.971 2.797 -0.705
C 0.869 3.504 -1.088
H 1.122 -1.185 5.147
H 2.382 -0.211 3.211
H -1.336 -0.857 5.260
H -3.428 0.183 4.273
H -4.388 1.676 2.570
H -3.033 2.689 0.840
H -2.497 3.567 -0.550
H -2.334 5.327 -2.206
H -0.177 6.017 -3.164
H 2.324 5.663 -3.252
H 4.317 4.411 -2.455
H 3.995 2.534 -0.837
O 5.659 1.252 0.689
S 4.623 0.350 1.143
O 4.789 -0.209 2.466
O 3.287 0.946 0.962
C 4.823 -1.088 0.048
C 6.152 -1.523 0.030
C 6.529 -2.629 -0.709
C 5.587 -3.326 -1.453
C 4.268 -2.913 -1.449
C 3.878 -1.804 -0.705
S 2.148 -1.396 -0.745
O 2.074 -0.067 -1.384
O 1.474 -2.447 -1.469
O 1.759 -1.289 0.669
H 6.882 -0.968 0.606
H 7.564 -2.949 -0.705
H 5.880 -4.194 -2.031
H 3.508 -3.439 -2.011
C -6.252 -3.529 -1.462
C -4.911 -2.924 -1.141
C -4.579 -1.651 -1.578
C -3.343 -1.075 -1.300
C -3.047 0.309 -1.819
C -2.422 -1.812 -0.541
C -1.122 -1.242 -0.137
O -0.645 -0.224 -0.586
C -2.732 -3.111 -0.100
C -1.739 -3.954 0.676
C -3.971 -3.646 -0.412
H -6.952 -2.772 -1.817
H -6.684 -4.011 -0.583
H -6.159 -4.291 -2.240
H -5.301 -1.081 -2.156
H -3.917 0.705 -2.344
H -2.193 0.300 -2.497
H -2.773 0.990 -1.012
H -0.564 -1.799 0.631
H -0.783 -4.024 0.155
H -2.133 -4.961 0.811
H -1.537 -3.539 1.666
H -4.213 -4.651 -0.079

***

# 6
72
Properties=species:S:1:pos:R:3 method="wB97M-V/def2-TZVPD" gap_ev=7.427 energy_ha=-5608.7935 max_force_ev_per_a=0.081 charge=+1
Zn 0.718 0.286 0.297
S -4.923 -2.742 -2.915
C -6.380 -2.026 -2.389
C -6.157 -0.961 -1.572
C -4.776 -0.712 -1.375
C -3.976 -1.600 -2.039
C -2.513 -1.627 -2.063
C -1.802 -0.975 -1.033
N -0.491 -0.921 -0.990
C 0.227 -1.526 -1.960
C -0.373 -2.221 -3.010
C 0.465 -2.853 -3.994
C 1.810 -2.781 -3.914
C 2.451 -2.063 -2.846
C 3.842 -1.958 -2.703
C 4.385 -1.244 -1.654
C 3.492 -0.644 -0.745
N 2.185 -0.741 -0.854
C 1.659 -1.439 -1.881
C 5.833 -1.096 -1.485
C 6.789 -1.078 -2.461
C 8.101 -0.918 -1.947
C 8.118 -0.816 -0.591
S 6.548 -0.919 0.073
C -1.776 -2.251 -3.047
H -7.326 -2.438 -2.702
H -6.948 -0.372 -1.131
H -4.396 0.108 -0.780
H -2.324 -0.489 -0.219
H -0.009 -3.391 -4.805
H 2.431 -3.263 -4.658
H 4.491 -2.454 -3.414
H 3.857 -0.063 0.094
H 6.562 -1.149 -3.515
H 8.990 -0.873 -2.559
H 8.971 -0.692 0.056
H -2.272 -2.761 -3.865
C 1.551 0.716 4.400
S 1.950 1.497 2.847
C 3.653 1.913 3.188
O 2.071 0.335 1.859
H 2.245 -0.105 4.576
H 0.530 0.351 4.315
H 1.613 1.462 5.192
H 3.681 2.636 4.002
H 4.060 2.364 2.285
H 4.200 1.008 3.446
S -1.201 0.906 1.816
P -1.081 2.555 0.658
S 0.608 2.538 -0.459
C -2.538 2.646 -0.418
C -2.448 2.420 -1.787
C -3.592 2.477 -2.574
C -4.819 2.764 -1.997
C -4.912 2.986 -0.627
C -3.776 2.924 0.163
C -1.154 4.060 1.651
C -1.069 5.288 0.995
C -1.123 6.463 1.725
C -1.262 6.415 3.108
C -1.349 5.195 3.759
C -1.293 4.013 3.032
H -1.483 2.217 -2.233
H -3.520 2.305 -3.640
H -5.707 2.816 -2.613
H -5.869 3.215 -0.177
H -3.848 3.103 1.229
H -0.958 5.324 -0.083
H -1.057 7.416 1.218
H -1.306 7.335 3.676
H -1.464 5.161 4.835
H -1.366 3.055 3.531